A cluster of 5 separate species, C53H60INO13 in total at a distorted geometry. Source: the OMol25 dataset; level of theory: wB97M-V/def2-TZVPD.

Calculated values
Highest occupied orbital energy ... -8.6 eV
Lowest unoccupied orbital energy ... -0.068 Eh

Structure (ORCA input):
```
! RIJCOSX wB97M-V def2-TZVPD def2/J DEFGRID3
* xyz 0 1
I -8.38122 2.49670 -0.79150
O 0.73729 2.12695 -8.25502
O 6.95320 2.38687 0.81728
O -0.80681 -4.54240 -1.62296
O 1.89806 -4.56851 1.90816
O -10.51864 -0.10899 5.25993
O 11.75984 3.10290 -1.33979
O -1.05818 -2.42925 -2.81570
O 3.57575 0.01109 -4.28819
O 6.52329 -1.81443 7.06399
O -5.38714 1.30453 -2.70419
O 2.58976 -1.09580 3.55965
O -12.04380 -0.09411 0.16649
O -2.37951 3.36112 0.74531
N -4.33746 2.62892 -0.71436
C 4.56289 -2.66463 6.07084
C 5.53790 -0.42620 5.43488
C 3.13226 3.13762 -1.67669
C -3.31969 -2.40378 0.25833
C -4.04851 0.20227 -0.69755
C 3.49531 -1.26116 4.36535
C -12.40234 -0.90622 2.34917
C -2.13650 -0.14734 1.53693
C 4.11768 1.84628 -1.89955
C 0.78243 0.69915 -6.38111
C 2.81727 1.97220 -7.15861
C 5.61774 -1.64907 6.25829
C -2.01740 -5.34689 -1.84885
C 3.06440 -3.75978 1.47234
C -1.23030 0.67003 2.62222
C -0.51145 -3.64593 -2.75449
C -3.56038 -4.03451 0.03611
C -11.69308 -0.09678 1.33845
C 0.13868 -2.80872 2.27014
C -3.15981 2.36617 0.24777
C 2.92259 0.49720 -5.20120
C 3.57514 -2.48403 5.18876
C 0.30684 0.99262 2.18812
C -12.01857 -0.91148 3.62941
C 8.41912 1.93651 -0.97169
C 3.55984 4.13275 -0.44600
C 9.62769 2.11497 -1.51376
C 4.55016 -0.24559 4.55280
C -6.67668 3.88173 -0.74729
C 8.05897 2.55238 0.32090
C 0.69507 -3.97471 1.23643
C 3.53061 1.43890 -6.16209
C -5.43436 3.25249 0.11984
C -2.28975 -1.78564 1.42239
C 1.39046 1.64085 -7.34201
C -10.86936 -0.10633 4.08796
C 10.65408 2.93739 -0.84341
C 0.54351 -4.02431 -3.99489
C -3.03231 0.74387 0.46830
C 9.08535 3.37481 0.99124
C 10.29393 3.55327 0.44918
C 4.48831 1.00916 -0.54030
C 3.28198 0.89873 0.56352
C -4.72476 1.42660 -1.55093
C 1.49578 0.16585 -5.38459
C -10.54387 0.70837 1.79701
C 0.57280 1.30902 0.61217
C -4.19491 -1.42760 -0.77674
C -10.16010 0.70312 3.07725
C -1.49065 -2.78302 2.44842
C 1.83288 0.41656 -0.03110
C -6.27036 4.37336 -2.26360
C -3.42611 -4.50639 -1.53373
H -3.45203 -3.63495 -2.31479
H 3.63724 0.08473 1.36186
H 3.15224 1.90315 1.18088
H 4.47806 0.64556 3.94086
H 1.00288 -3.43095 0.21911
H 2.01726 2.75341 -1.63539
H -2.02864 -6.30985 -1.17987
H -6.64084 3.56705 -3.05325
H -7.04960 4.84504 -0.16965
H -9.31896 1.28730 3.43005
H 2.79402 -3.21922 5.03840
H -6.89461 5.35925 -2.51562
H -0.13252 -4.78364 1.06829
H 3.50740 5.26298 -0.79386
H 6.31902 0.30899 5.58524
H 3.62560 1.15864 -2.73173
H -1.78157 1.65955 2.99936
H 4.57824 1.67074 -6.01385
H 1.62882 -0.74031 0.17543
H 8.80562 3.82043 1.93834
H -10.03443 1.29735 1.04375
H 1.10098 0.16922 2.52128
H -5.01135 4.12641 0.81238
H 11.05845 4.15281 0.92803
H 5.12023 2.25722 -2.39908
H 0.97147 -5.12914 -3.86802
H 2.76977 3.95283 0.42212
H -13.24348 -1.49040 1.99637
H -0.34774 1.21800 -0.09953
H 0.59061 -2.99992 3.35342
H 2.85022 -2.61014 1.61943
H 3.24856 2.66503 -7.87120
H 4.63499 -3.55579 6.68278
H 0.01146 -4.01384 -5.04561
H 1.74132 0.55663 -1.21036
H -5.87122 2.41809 0.82939
H -0.26520 0.46731 -6.52935
H -1.16969 -0.01959 3.59527
H 3.21226 3.79032 -2.67249
H 7.65460 1.33696 -1.45055
H 3.23643 -3.95248 0.31543
H 1.06448 -0.52699 -4.67201
H 4.03469 -3.99056 2.11269
H -4.64609 -4.32170 0.43558
H 5.40649 1.57845 -0.03220
H 4.92434 -0.04481 -0.88586
H -2.07866 -5.65367 -2.99201
H -1.71540 -2.37627 3.54787
H 0.62977 1.97244 2.78945
H -1.88083 -3.89991 2.45139
H 9.90742 1.66934 -2.46085
H -4.30404 -5.25407 -1.83663
H 0.45048 -1.78155 1.80334
H 4.61063 3.82998 -0.01016
H -4.93680 -1.86971 -1.56876
H 1.47794 -3.31225 -4.01767
H -2.81346 -4.70213 0.65271
H -12.52801 -1.50045 4.38267
H 0.94261 2.44085 0.52440
H -5.11640 4.57859 -2.41068
*
```

Atom charges from the Löwdin analysis, given in e for atoms 1 to 99: atom 1 (I): 0.85, atom 2 (O): 0.10, atom 3 (O): 0.07, atom 4 (O): -0.14, atom 5 (O): -0.26, atom 6 (O): 0.10, atom 7 (O): 0.10, atom 8 (O): -0.02, atom 9 (O): 0.06, atom 10 (O): 0.10, atom 11 (O): -0.02, atom 12 (O): 0.05, atom 13 (O): 0.10, atom 14 (O): -0.04, atom 15 (N): -0.05, atom 16 (C): 0.03, atom 17 (C): 0.03, atom 18 (C): -0.25, atom 19 (C): -0.04, atom 20 (C): 0.00, atom 21 (C): -0.37, atom 22 (C): 0.02, atom 23 (C): -0.02, atom 24 (C): -0.22, atom 25 (C): 0.03, atom 26 (C): 0.02, atom 27 (C): -0.38, atom 28 (C): -0.18, atom 29 (C): -0.12, atom 30 (C): -0.17, atom 31 (C): -0.28, atom 32 (C): -0.17, atom 33 (C): -0.38, atom 34 (C): -0.15, atom 35 (C): -0.20, atom 36 (C): -0.38, atom 37 (C): 0.03, atom 38 (C): -0.20, atom 39 (C): 0.02, atom 40 (C): 0.03, atom 41 (C): -0.13, atom 42 (C): 0.03, atom 43 (C): 0.03, atom 44 (C): -0.71, atom 45 (C): -0.36, atom 46 (C): -0.18, atom 47 (C): 0.03, atom 48 (C): -0.23, atom 49 (C): -0.02, atom 50 (C): -0.38, atom 51 (C): -0.39, atom 52 (C): -0.38, atom 53 (C): -0.02, atom 54 (C): 0.02, atom 55 (C): 0.03, atom 56 (C): 0.02, atom 57 (C): -0.20, atom 58 (C): -0.19, atom 59 (C): -0.22, atom 60 (C): 0.03, atom 61 (C): 0.00, atom 62 (C): -0.20, atom 63 (C): 0.06, atom 64 (C): 0.03, atom 65 (C): -0.17, atom 66 (C): -0.18, atom 67 (C): -0.19, atom 68 (C): -0.17, atom 69 (H): 0.10, atom 70 (H): 0.10, atom 71 (H): 0.11, atom 72 (H): 0.12, atom 73 (H): 0.12, atom 74 (H): 0.10, atom 75 (H): 0.14, atom 76 (H): 0.06, atom 77 (H): 0.09, atom 78 (H): 0.12, atom 79 (H): 0.12, atom 80 (H): 0.09, atom 81 (H): 0.12, atom 82 (H): 0.08, atom 83 (H): 0.12, atom 84 (H): 0.07, atom 85 (H): 0.13, atom 86 (H): 0.12, atom 87 (H): 0.10, atom 88 (H): 0.12, atom 89 (H): -0.02, atom 90 (H): 0.08, atom 91 (H): 0.15, atom 92 (H): 0.12, atom 93 (H): 0.11, atom 94 (H): 0.09, atom 95 (H): 0.06, atom 96 (H): 0.12, atom 97 (H): 0.10, atom 98 (H): 0.13, atom 99 (H): 0.07